{
  "formula": "C15H8F3N2O5S4",
  "method": "ωB97M-V/def2-TZVPD",
  "total_charge": -1,
  "orbital_gap_ev": 6.51,
  "spin_multiplicity": 1,
  "relative_energy_kj_mol": 26.5,
  "elements": ["O", "C", "C", "C", "S", "N", "C", "C", "C", "C", "S", "O", "O", "O", "O", "S", "C", "S", "N", "C", "C", "C", "C", "C", "C", "F", "F", "F", "C", "H", "H", "H", "H", "H", "H", "H", "H"],
  "coordinates": [[-0.926582, 0.159911, -1.439628], [-0.597677, -0.804476, -0.769132], [-0.085405, -0.550012, 0.640424], [1.233157, 0.150731, 0.609908], [2.292169, -0.258133, -0.621395], [1.773792, 0.909670, 1.599378], [1.161837, 1.342256, 2.762217], [1.754099, 2.005059, 3.810984], [0.779647, 2.127670, 4.832520], [-0.380011, 1.679690, 4.339060], [-1.990893, 1.668814, 5.230501], [-1.826626, 1.018678, 6.549091], [-3.106690, 1.014452, 4.483444], [-2.327028, 3.068378, 5.515720], [-0.141814, 1.101651, 3.116330], [0.114313, -2.208084, 1.410586], [-0.187729, -2.974391, -0.131046], [0.103965, -4.656544, -0.378836], [-0.587223, -2.134360, -1.175326], [-0.946534, -2.563183, -2.484060], [-1.666139, -3.764093, -2.715173], [-1.973306, -4.230719, -3.999698], [-1.691683, -3.485111, -5.120307], [-1.070021, -2.230316, -4.965721], [-0.889157, -1.263639, -6.166170], [-1.374994, -1.759532, -7.315990], [-1.486313, -0.081528, -5.901368], [0.446365, -1.119224, -6.291678], [-0.669331, -1.825430, -3.646391], [-0.857083, 0.012054, 1.160364], [2.786951, 1.068229, 1.526984], [2.803339, 2.255788, 3.923203], [0.909255, 2.581320, 5.808066], [-1.999806, -4.338231, -1.844171], [-2.539103, -5.166176, -4.071507], [-2.029589, -3.899104, -6.060993], [-0.145108, -0.874612, -3.603985]],
  "forces_ev_per_a": [[0.0521, -1.6498, 0.4836], [-0.0550, 2.5699, -1.2516], [-0.7198, -0.1627, 0.8095], [2.8087, -0.2630, -0.7782], [-0.3754, 0.1023, -0.0148], [-1.7680, -0.8636, -0.4049], [-0.0384, 1.1404, 2.9195], [0.6056, -0.7323, -0.4219], [0.2841, 1.0980, 0.5157], [-0.5826, -0.9854, 0.4464], [-4.8003, -0.1415, 2.7160], [1.5987, -0.3616, -1.6797], [2.8465, 0.5011, -0.4011], [1.3687, 0.0243, -1.4317], [-0.1176, -0.1157, -1.6605], [-0.3706, 0.1503, -1.0766], [0.7846, -3.0845, -1.1933], [-0.2811, 2.5145, 0.9804], [0.1011, 0.0720, 1.5299], [-0.8147, -0.9632, -2.1827], [-0.0133, 0.1144, 0.7286], [-0.2301, -0.0061, 1.4840], [0.2675, 0.9343, -0.1921], [-0.7871, -0.6577, 0.9604], [0.1762, -1.5981, 2.2199], [0.1176, 0.4073, 0.2867], [0.6239, -0.3544, -0.6352], [-0.2051, 0.9114, -0.6938], [0.1438, 0.5422, -1.0851], [-0.0683, -0.0004, 0.1621], [-0.8746, -0.0025, -0.0699], [-0.1915, 0.0367, -0.2649], [-0.0856, -0.0705, -0.2515], [0.1741, 0.2141, -0.5516], [0.3419, 0.3672, -0.0721], [0.1941, 0.4114, -0.2531], [-0.1102, -0.0987, 0.3236]]
}



{
  "formula": "C15H8N2ORhS4",
  "method": "ωB97M-V/def2-TZVPD",
  "total_charge": 1,
  "orbital_gap_ev": 6.85,
  "spin_multiplicity": 1,
  "elements": ["Rh", "O", "C", "S", "C", "C", "S", "S", "S", "C", "C", "N", "C", "C", "C", "C", "C", "C", "C", "C", "C", "N", "C", "H", "H", "H", "H", "H", "H", "H", "H"],
  "coordinates": [[0.505726, 0.316970, 0.057979], [-0.592905, 6.592880, 0.548942], [-0.193344, 5.500664, 0.265178], [-2.096985, 3.705155, -0.144540], [-0.916098, 2.516501, -0.626167], [1.160123, 2.885740, -0.635296], [1.961436, 1.418751, -1.377132], [2.238822, 4.095892, 0.099558], [-1.383081, 0.892276, -1.217146], [-0.310057, -0.553342, 4.408008], [-0.155170, -0.768790, 3.029259], [-0.010030, 0.215917, 2.164750], [-0.027216, 1.504960, 2.636399], [-0.159452, 1.808400, 3.999493], [-0.311125, 0.724632, 4.891668], [-0.068479, 3.167639, 4.395434], [0.224888, 4.145629, 3.489155], [0.395606, 3.840872, 2.117794], [0.910231, 4.855848, 1.129466], [-0.719825, 4.730500, -0.906054], [-0.068519, 3.423313, -1.405819], [0.238527, 2.192189, 0.333127], [0.195148, 2.551401, 1.721974], [-0.410809, -1.403648, 5.067410], [-0.142688, -1.774980, 2.630396], [-0.405100, 0.910088, 5.954655], [-0.195457, 3.417260, 5.442116], [0.329933, 5.173750, 3.814213], [1.374672, 5.684528, 1.657144], [-1.345186, 5.283914, -1.595686], [-0.023884, 3.301091, -2.482378]],
  "forces_ev_per_a": [[0.4219, 0.5796, -0.9923], [-0.2610, 0.1064, 0.0251], [1.0067, 0.3009, -0.3329], [-0.6297, 0.0067, 0.6710], [-1.5951, -1.9073, 0.0604], [0.4269, 0.5245, -0.3330], [-0.6301, -0.1384, -0.0081], [-0.0952, 0.0554, 0.1664], [0.7592, -0.4441, 0.8899], [0.0177, -0.0521, 0.0561], [-0.0170, 0.1173, -0.0185], [-0.6320, -0.1800, 0.0605], [0.0803, -0.1726, -0.0003], [0.0260, 0.0672, -0.0452], [-0.0185, -0.0206, 0.0399], [-0.0090, 0.0015, 0.0614], [-0.0238, 0.0854, 0.0541], [0.1733, 0.0587, 0.0826], [-0.2265, -0.0960, -0.2705], [-1.4665, -0.3778, 0.5095], [1.6129, 0.8107, -1.0645], [0.0835, 0.0814, 1.2372], [-0.0655, -0.2607, -0.2908], [-0.0077, 0.0114, -0.0240], [-0.0152, -0.0018, -0.0175], [-0.0253, 0.0314, -0.0221], [0.0214, -0.0125, -0.0371], [0.0411, -0.0400, -0.0157], [0.0398, 0.0183, 0.0632], [1.0360, 0.6878, -0.4627], [-0.0285, 0.1594, -0.0418]]
}



{
  "formula": "C15H9Br2N3O4",
  "method": "ωB97M-V/def2-TZVPD",
  "total_charge": 0,
  "orbital_gap_ev": 8.81,
  "spin_multiplicity": 1,
  "elements": ["O", "C", "N", "C", "C", "C", "C", "C", "N", "C", "O", "C", "C", "C", "C", "Br", "O", "N", "C", "C", "C", "C", "Br", "O", "H", "H", "H", "H", "H", "H", "H", "H", "H"],
  "coordinates": [[-0.735804, 4.521292, 2.008076], [-0.155346, 3.691200, 1.340194], [-0.389197, 2.355030, 1.502356], [0.335415, 1.255474, 1.049930], [1.725846, 1.260377, 0.947776], [2.343872, 0.107539, 0.494720], [1.588285, -1.010534, 0.185590], [0.210750, -0.924737, 0.371213], [-0.670612, -1.970067, 0.138460], [-0.394068, -3.241245, -0.279299], [0.711569, -3.678374, -0.516253], [-1.600329, -4.073382, -0.422703], [-1.709184, -5.381399, -0.823608], [-3.081755, -5.702813, -0.790628], [-3.704624, -4.562373, -0.370819], [-5.505994, -4.191789, -0.076258], [-2.833462, -3.571752, -0.144339], [-0.395618, 0.180905, 0.792523], [0.783214, 4.087785, 0.274904], [1.449493, 5.276986, 0.113892], [2.149504, 5.187393, -1.107491], [1.838403, 3.953429, -1.603174], [2.367062, 3.090625, -3.165869], [1.018665, 3.280977, -0.790587], [-1.235007, 2.129184, 2.012228], [2.298159, 2.129145, 1.231222], [3.418047, 0.075621, 0.392651], [2.036036, -1.921683, -0.169652], [-1.637217, -1.721184, 0.310739], [-0.896981, -6.019140, -1.104005], [-3.548270, -6.633276, -1.038104], [1.435354, 6.100652, 0.796922], [2.783794, 5.920133, -1.560606]],
  "forces_ev_per_a": [[0.0796, 0.1104, -0.0089], [0.0139, -0.0874, -0.1259], [-0.4455, -0.1086, 0.2511], [0.4799, -0.5328, -0.1084], [-0.0035, -0.1413, 0.1107], [-0.3440, 0.1810, 0.0665], [0.0094, -0.1394, -0.0686], [0.5478, 0.2986, 0.0899], [-0.3794, -0.0299, 0.0283], [-0.2439, 0.2523, 0.1186], [0.0395, -0.1208, -0.0557], [0.3582, -1.2543, -0.4270], [0.3009, 0.9088, 0.2566], [-0.4816, 0.5754, 0.2274], [-0.2911, -0.5732, -0.1507], [0.2056, -0.0055, -0.0225], [-0.0526, 0.2604, 0.0854], [-0.1832, 0.1078, -0.0045], [0.2821, 1.2185, 0.1887], [-0.4642, -0.7312, 0.3073], [-0.0778, -0.6080, -0.3597], [0.3660, 0.3917, -0.2123], [-0.0697, 0.0597, 0.1424], [-0.1399, -0.1003, -0.2020], [0.1092, 0.0985, -0.0651], [0.0339, 0.0653, 0.0107], [0.0852, -0.0073, -0.0060], [-0.0028, -0.0383, -0.0008], [0.1247, -0.0760, -0.0423], [0.2318, -0.0727, -0.0447], [-0.1479, -0.1496, -0.0320], [-0.0750, 0.1488, 0.1877], [0.1346, 0.0993, -0.1342]]
}



{
  "formula": "C15H9BrO2ReS4Sb",
  "method": "ωB97M-V/def2-TZVPD",
  "total_charge": 2,
  "orbital_gap_ev": 6.63,
  "spin_multiplicity": 1,
  "elements": ["Re", "S", "Sb", "S", "S", "S", "Br", "C", "C", "C", "C", "C", "C", "C", "O", "O", "H", "H", "H", "H", "C", "C", "C", "C", "C", "C", "C", "C", "H", "H", "H", "H", "H"],
  "coordinates": [[-1.182107, -1.637189, -2.235214], [-4.498539, -2.000681, -5.998421], [-2.576645, -1.054547, -6.000793], [-2.993368, -0.307592, -2.558557], [-1.278695, -2.487893, -4.208747], [-1.187320, 0.517448, -6.448068], [-1.708160, -2.004687, 0.564349], [0.049333, -1.968566, 1.336081], [0.128020, -1.397303, 2.587589], [1.350651, -1.419151, 3.254892], [2.454569, -2.029744, 2.683711], [2.352669, -2.609760, 1.428886], [1.148791, -2.573788, 0.730489], [1.143649, -3.170593, -0.611081], [1.735830, -4.082198, -1.042129], [0.273799, -2.438312, -1.529250], [-0.747548, -0.971341, 3.056754], [1.425327, -0.966063, 4.234230], [3.393785, -2.065590, 3.217355], [3.202478, -3.097384, 0.969346], [-1.682724, 0.351167, -1.688143], [-1.180831, 1.237297, -0.949242], [-0.628585, 2.183762, -0.131548], [-0.973773, 2.212235, 1.248112], [-0.407664, 3.158912, 2.063339], [0.516619, 4.060665, 1.526249], [0.870850, 4.047055, 0.174842], [0.292740, 3.127802, -0.663142], [-1.702078, 1.506663, 1.626148], [-0.676447, 3.216001, 3.108573], [0.967638, 4.799213, 2.177535], [1.586209, 4.761739, -0.206423], [0.531527, 3.102423, -1.717717]],
  "forces_ev_per_a": [[0.6686, -0.5018, -0.2683], [-0.4369, -0.2039, -0.0421], [0.1120, -0.0135, 0.1875], [-0.6026, 0.1059, 0.3955], [0.1335, 0.2571, 0.2761], [0.2722, 0.2877, -0.1587], [-0.2222, -0.0157, -0.1257], [-0.1223, 0.1160, -0.0235], [0.1449, -0.0534, 0.0598], [-0.0627, 0.0091, -0.0053], [0.0082, -0.0196, -0.0206], [0.0488, -0.0441, 0.0322], [-0.0744, 0.1165, 0.0350], [-0.2087, 0.0758, -0.0759], [0.0804, 0.0037, -0.0592], [-0.1865, 0.0399, 0.0828], [-0.0024, 0.0222, -0.0026], [-0.0062, -0.0271, 0.0129], [0.0084, 0.0102, -0.0111], [0.0067, 0.0114, 0.0047], [0.5776, -0.3731, -0.1300], [-0.3011, 0.1826, -0.1829], [0.1349, -0.0295, -0.0198], [0.0059, 0.0462, 0.0048], [-0.0144, -0.0134, -0.0451], [0.0300, 0.0412, 0.0231], [-0.0257, 0.0222, 0.0155], [0.0084, -0.0162, 0.0367], [0.0256, -0.0257, -0.0146], [0.0193, 0.0024, 0.0071], [-0.0062, -0.0024, 0.0000], [-0.0109, 0.0186, 0.0120], [-0.0022, -0.0294, -0.0006]]
}



{
  "formula": "C15H9Cl5O3Rh",
  "method": "ωB97M-V/def2-TZVPD",
  "total_charge": 1,
  "orbital_gap_ev": [7.10, 7.10],
  "spin_multiplicity": 1,
  "relative_energy_kj_mol": 47.3,
  "elements": ["Rh", "C", "O", "C", "C", "C", "C", "C", "C", "O", "C", "O", "C", "H", "H", "H", "H", "H", "H", "H", "H", "H", "Cl", "C", "C", "C", "Cl", "C", "Cl", "C", "Cl", "C", "Cl"],
  "coordinates": [[-1.597201, 1.409371, -0.234331], [4.810961, -0.253914, -1.833492], [3.954072, -1.366003, -2.103391], [2.654274, -1.249516, -1.867055], [1.881983, -2.392302, -2.194211], [0.542048, -2.362611, -2.005364], [-0.119596, -1.223869, -1.459917], [-1.507586, -1.279412, -1.209065], [-2.377054, -2.391456, -1.706456], [-2.126726, -0.425382, -0.493428], [0.676744, -0.087433, -1.135276], [0.212283, 1.063254, -0.675891], [2.057761, -0.116053, -1.338934], [5.801199, -0.565761, -2.146286], [4.815075, -0.024684, -0.767328], [4.499520, 0.618207, -2.409163], [2.388760, -3.262893, -2.584012], [-0.040974, -3.240413, -2.243582], [-2.082161, -2.705227, -2.704241], [-3.411184, -2.058938, -1.708107], [-2.297793, -3.251101, -1.037349], [2.622776, 0.765882, -1.081696], [-0.588329, -0.664868, 2.481699], [-1.316351, 0.861482, 2.746068], [-1.692521, 1.642839, 1.670788], [-2.253639, 2.879368, 1.872797], [-2.592021, 3.700160, 0.332229], [-2.502417, 3.411926, 3.119542], [-3.208313, 4.954204, 3.285758], [-2.138087, 2.619674, 4.215693], [-2.416586, 3.212331, 5.791951], [-1.547184, 1.360198, 4.032022], [-1.101717, 0.422926, 5.390024]],
  "forces_ev_per_a": [[-0.1137, -0.1969, -0.3935], [0.0023, -0.0069, 0.0170], [-0.0147, 0.0078, -0.0266], [0.0407, 0.0309, 0.0301], [-0.0413, -0.0272, -0.0075], [0.0325, -0.0123, -0.0537], [-0.0506, 0.0982, -0.0836], [0.3670, -0.1727, 0.3526], [0.0289, -0.0868, 0.1120], [-0.3785, 0.2778, -0.3955], [0.0461, -0.0821, 0.1965], [-0.0836, 0.1809, -0.0599], [-0.0245, -0.0736, -0.0055], [0.0008, 0.0000, 0.0065], [-0.0041, 0.0083, -0.0033], [0.0058, -0.0008, -0.0015], [-0.0041, 0.0011, -0.0129], [0.0118, -0.0055, -0.0129], [-0.0319, 0.0080, -0.0087], [-0.0033, -0.0032, 0.0011], [0.0201, 0.0021, 0.0042], [-0.0091, 0.0112, 0.0029], [0.0418, -0.0460, 0.0057], [-0.0775, 0.0859, -0.0679], [0.1221, -0.0269, 0.1975], [0.0099, -0.0287, -0.0987], [0.1064, 0.0688, 0.2943], [0.0178, -0.0362, -0.0319], [-0.0097, 0.0154, 0.0045], [-0.0026, 0.0193, 0.0195], [0.0008, -0.0034, 0.0010], [0.0007, -0.0129, 0.0323], [-0.0062, 0.0064, -0.0140]]
}



{
  "formula": "C15H9N2O7S2Ti",
  "method": "ωB97M-V/def2-TZVPD",
  "total_charge": 1,
  "orbital_gap_ev": 5.24,
  "spin_multiplicity": 1,
  "elements": ["Ti", "O", "C", "C", "C", "C", "C", "C", "C", "O", "N", "N", "C", "S", "C", "C", "S", "H", "H", "H", "H", "H", "H", "H", "H", "H", "O", "C", "C", "O", "C", "C", "O", "C", "O", "O"],
  "coordinates": [[0.017407, 0.169180, 0.095726], [-4.069054, -2.381330, 2.764618], [-4.021534, -1.122181, 3.223448], [-4.941269, -0.766457, 4.208664], [-4.944595, 0.509081, 4.725936], [-4.033421, 1.473491, 4.282144], [-3.122240, 1.136389, 3.314591], [-3.098841, -0.160736, 2.767405], [-2.130710, -0.479522, 1.748960], [-1.265025, 0.481200, 1.342392], [-2.034898, -1.628541, 1.167133], [-1.033828, -1.630223, 0.176300], [-0.971753, -2.790417, -0.468370], [-2.012367, -4.078697, -0.020416], [-1.209461, -5.306649, -1.087353], [-0.700352, -4.590832, -2.317840], [0.116541, -3.063954, -1.772474], [-3.384241, -2.509577, 2.087871], [-5.641036, -1.517925, 4.547023], [-5.666148, 0.766665, 5.489967], [-4.046585, 2.470941, 4.696728], [-2.409103, 1.866707, 2.958674], [-1.955429, -6.058798, -1.338715], [-0.403659, -5.773324, -0.522399], [-1.506470, -4.322288, -2.999140], [0.044472, -5.178416, -2.852048], [4.672620, 1.977985, -3.339649], [3.773282, 1.623678, -2.653938], [2.794057, 2.547937, -1.863571], [2.793667, 3.738342, -1.821683], [1.889425, 1.578077, -1.201050], [2.189132, 0.291852, -1.476066], [1.411059, -0.637257, -0.880718], [3.347964, 0.146796, -2.385832], [3.842147, -0.846638, -2.824220], [0.832509, 1.743643, -0.375671]],
  "forces_ev_per_a": [[-0.0856, 0.4385, 0.0071], [-0.0286, 0.0359, 0.0341], [-0.0071, -0.0342, 0.0116], [-0.0127, -0.0137, -0.0002], [0.0002, 0.0106, 0.0009], [0.0001, -0.0158, -0.0054], [0.0018, -0.0088, -0.0011], [0.0556, 0.0657, 0.0354], [-0.0293, -0.0910, -0.0259], [0.1365, -0.1587, 0.1132], [0.0344, -0.0328, -0.1059], [-0.0159, 0.1116, -0.1183], [-0.0497, -0.0098, 0.0266], [-0.0076, 0.0043, -0.0068], [-0.0012, -0.0065, 0.0068], [0.0070, 0.0068, -0.0027], [0.0261, 0.0044, -0.0273], [0.0165, -0.0217, -0.0283], [-0.0003, 0.0032, 0.0016], [-0.0002, -0.0013, 0.0000], [-0.0010, -0.0002, 0.0004], [-0.0014, 0.0046, 0.0015], [-0.0005, -0.0005, 0.0030], [0.0040, -0.0005, -0.0037], [-0.0033, -0.0084, 0.0017], [-0.0051, -0.0049, 0.0005], [0.0031, 0.0076, 0.0050], [-0.0010, -0.0068, -0.0167], [-0.0083, -0.0140, 0.0100], [-0.0023, 0.0032, -0.0027], [-0.0760, 0.0281, -0.0903], [-0.0293, -0.1805, 0.1281], [0.1377, -0.0442, 0.1459], [-0.0044, 0.0121, 0.0081], [-0.0034, -0.0104, -0.0072], [-0.0488, -0.0720, -0.0990]]
}